50
Properties=species:S:1:pos:R:3:lowdin_charge:R:1 method="wB97M-V/def2-TZVPD" e_tot_ev=-49309.2666 de_lowest_kcal_mol=0.0 lumo_energy_ev=0.45
C -1.952 -3.927 1.154 -0.1069
C -0.891 -3.777 0.071 -0.2601
C -0.022 -2.546 0.306 -0.1927
C 1.045 -2.398 -0.779 -0.1777
N 1.758 -1.141 -0.632 0.0108
C 1.245 0.021 -1.105 -0.5531
N 1.764 1.189 -0.965 0.1187
C 2.910 1.273 -0.248 -0.2998
C 3.519 0.138 0.278 -0.3834
C 2.959 -1.170 0.118 -0.4308
O 3.395 -2.220 0.541 0.0637
S 4.964 0.527 1.136 1.0709
C 4.737 2.198 0.780 -0.3859
C 3.626 2.459 0.049 -0.0988
H 3.309 3.434 -0.267 0.1122
H 5.459 2.904 1.145 0.0651
S -0.259 -0.069 -2.028 1.0237
C -0.965 1.549 -1.580 -0.3316
H -0.166 2.285 -1.662 0.0775
H -1.762 1.759 -2.290 0.0833
C -1.441 1.513 -0.133 -0.5237
O -0.884 2.192 0.707 0.0592
N -2.444 0.662 0.171 -0.0678
C -3.272 -0.082 -0.750 -0.1701
H -2.852 -0.067 -1.754 0.0815
C -4.694 0.484 -0.752 -0.1408
H -5.311 -0.097 -1.439 0.1195
H -4.670 1.517 -1.105 0.1258
C -5.287 0.444 0.658 -0.3926
C -6.689 1.045 0.682 -0.0734
H -7.105 1.000 1.685 0.0768
H -6.662 2.086 0.369 0.0806
H -7.349 0.501 0.010 0.0760
C -4.350 1.191 1.609 -0.1402
C -2.937 0.615 1.534 -0.1342
H -2.250 1.188 2.157 0.1226
H -2.939 -0.429 1.868 0.1235
H -4.714 1.119 2.635 0.1198
H -4.317 2.247 1.334 0.1281
H -5.349 -0.603 0.979 0.1419
H -3.298 -1.126 -0.415 0.1222
H 1.788 -3.193 -0.684 0.1304
H 0.597 -2.436 -1.774 0.0950
H 0.471 -2.619 1.277 0.1268
H -0.652 -1.652 0.315 0.0887
H -0.259 -4.667 0.056 0.1129
H -1.374 -3.694 -0.906 0.1096
H -2.602 -3.055 1.178 0.0515
H -2.565 -4.806 0.971 0.0699
H -1.486 -4.031 2.132 0.0756

---

50
Properties=species:S:1:pos:R:3:lowdin_charge:R:1 method="wB97M-V/def2-TZVPD" e_tot_ev=-31730.3544 de_lowest_kcal_mol=93.0 lumo_energy_ev=0.70
C -9.246 -0.875 0.414 -0.0870
H -9.191 -1.549 -0.447 0.0959
O -8.507 0.303 0.196 -0.0794
C -7.169 0.207 -0.010 -0.2741
C -6.446 -0.982 -0.029 -0.0153
C -5.081 -0.959 -0.248 -0.0190
C -4.406 0.241 -0.455 -0.1779
C -5.140 1.433 -0.436 -0.0123
C -6.495 1.417 -0.218 0.0069
H -7.071 2.329 -0.200 0.1191
H -4.616 2.362 -0.596 0.1126
C -2.979 0.266 -0.687 -0.2331
N -2.329 1.347 -0.882 0.1250
O -0.998 1.098 -1.088 -0.0992
C -0.729 -0.303 -0.899 -0.1901
C -2.100 -0.964 -0.745 -0.0408
H -2.138 -1.557 0.171 0.1226
H -2.369 -1.599 -1.590 0.1307
H -0.169 -0.655 -1.772 0.1600
C 0.147 -0.524 0.348 -0.4517
O 0.140 -1.579 0.949 0.0725
N 0.890 0.541 0.676 0.0769
C 1.826 0.525 1.777 -0.1725
C 3.214 0.047 1.344 -0.1609
H 3.112 -0.947 0.906 0.1116
H 3.844 -0.030 2.231 0.1101
C 3.859 1.004 0.328 -0.2025
N 5.166 0.633 -0.168 -0.1835
C 5.201 -0.585 -0.956 -0.1717
C 6.568 -0.674 -1.638 -0.1989
H 6.662 -1.604 -2.201 0.1241
O 7.611 -0.677 -0.692 -0.1324
C 7.561 0.481 0.106 -0.1994
H 8.382 0.397 0.820 0.1240
C 6.218 0.598 0.831 -0.1739
H 6.191 1.523 1.410 0.1266
H 6.114 -0.260 1.517 0.1252
H 7.708 1.373 -0.521 0.1260
H 6.685 0.182 -2.319 0.1260
H 4.414 -0.543 -1.712 0.1268
H 5.057 -1.487 -0.338 0.1257
H 3.205 1.094 -0.545 0.1152
H 3.957 1.995 0.783 0.1221
H 1.430 -0.165 2.527 0.1224
H 1.883 1.529 2.203 0.1241
H 0.792 1.375 0.117 0.1397
H -4.541 -1.894 -0.256 0.1115
H -6.934 -1.931 0.128 0.1029
H -10.277 -0.555 0.554 0.0933
H -8.906 -1.402 1.311 0.0961

---

55
Properties=species:S:1:pos:R:3:lowdin_charge:R:1 method="wB97M-V/def2-TZVPD" e_tot_ev=-85745.0114 total_charge=+3 de_lowest_kcal_mol=0.0 lumo_energy_ev="-12.17 / -12.19"
Os 0.101 0.890 0.800 0.8023
C 2.375 3.321 0.323 -0.4222
C 3.034 2.383 1.317 -0.4195
S 2.444 0.718 0.917 0.8947
C 2.816 -0.247 2.404 -0.4030
C 1.911 -1.463 2.392 -0.4195
S 0.142 -1.083 2.123 0.9047
C -0.451 -0.602 3.784 -0.4335
C -0.104 0.821 4.188 -0.4229
S -0.701 1.869 2.838 0.8655
C 0.109 3.481 3.026 -0.4212
C -0.019 4.169 1.678 -0.4298
S 0.557 3.168 0.261 0.8998
H 2.700 3.107 -0.698 0.1059
H 2.603 4.367 0.531 0.1163
H 2.809 2.630 2.352 0.0805
H 4.116 2.397 1.178 0.1204
H 2.680 0.376 3.286 0.0828
H 3.860 -0.559 2.350 0.1213
H 1.974 -2.024 3.325 0.1161
H 2.164 -2.130 1.569 0.0808
H -0.047 -1.331 4.487 0.1148
H -1.531 -0.747 3.745 0.1008
H 0.963 0.975 4.337 0.0850
H -0.635 1.092 5.101 0.1176
H 1.141 3.348 3.343 0.0848
H -0.425 4.049 3.789 0.1171
H 0.536 5.107 1.648 0.1158
H -1.060 4.399 1.448 0.0991
N -1.648 -5.056 -5.020 0.2025
C -1.105 -4.110 -4.267 -0.2577
C -0.839 -4.359 -2.886 0.0164
C -0.237 -3.396 -2.129 -0.0433
C 0.094 -2.162 -2.715 -0.3016
C -0.177 -1.889 -4.069 -0.0477
C -0.768 -2.845 -4.839 0.0225
S 1.015 -1.001 -1.800 0.6179
O 1.716 -1.687 -0.751 -0.3221
O 1.678 -0.111 -2.691 -0.2151
N -0.070 -0.044 -0.924 -0.2169
C -1.409 0.271 -1.221 -0.4454
N -2.061 0.014 -2.313 0.2067
C -3.338 0.443 -2.328 -0.0151
C -3.922 1.098 -1.258 0.0253
C -3.135 1.327 -0.137 -0.0408
N -1.874 0.909 -0.124 -0.0394
H -1.877 -5.966 -4.645 0.1394
H -1.823 -4.912 -6.005 0.1401
H -1.089 -5.322 -2.461 0.1294
H 0.015 -3.590 -1.095 0.1195
H 0.110 -0.937 -4.493 0.1265
H -0.963 -2.667 -5.889 0.1321
H -3.895 0.250 -3.236 0.1414
H -4.951 1.424 -1.292 0.1343
H -3.509 1.836 0.743 0.1366

---

53
Properties=species:S:1:pos:R:3:lowdin_charge:R:1 method="wB97M-V/def2-TZVPD" e_tot_ev=-54334.7805 de_lowest_kcal_mol=12.3 lumo_energy_ev=-0.04
C 4.722 2.919 -0.254 -0.1139
C 3.554 2.498 0.629 -0.2705
C 2.214 2.776 -0.046 -0.2264
C 1.044 2.368 0.849 -0.2076
C -0.256 2.486 0.150 -0.5814
N -0.455 3.133 -0.935 0.0088
N -1.702 3.116 -1.378 0.0183
C -2.509 2.430 -0.643 -0.5948
N -3.850 2.376 -0.902 0.1208
C -4.814 1.478 -0.497 -0.4288
O -5.984 1.745 -0.631 0.1103
C -4.327 0.182 0.047 -0.1704
C -4.956 -0.383 1.154 0.0013
C -4.545 -1.610 1.643 -0.0432
C -3.498 -2.285 1.031 -0.0404
C -2.896 -1.729 -0.080 -0.2575
C -3.302 -0.513 -0.587 -0.0545
H -2.819 -0.138 -1.477 0.1298
S -1.458 -2.473 -0.846 0.6779
O -1.235 -3.766 -0.263 -0.2783
O -1.570 -2.367 -2.269 -0.2685
N -0.339 -1.335 -0.324 -0.2308
C 0.662 -0.912 -1.279 -0.1664
C 1.851 -1.869 -1.306 -0.1731
N 2.409 -1.988 0.030 -0.2234
C 3.621 -2.780 0.034 -0.0976
H 3.455 -3.813 -0.306 0.0910
H 4.023 -2.807 1.046 0.0835
H 4.353 -2.309 -0.620 0.0836
C 1.408 -2.540 0.929 -0.1786
C 0.202 -1.604 0.989 -0.1802
H -0.593 -2.047 1.589 0.1181
H 0.494 -0.648 1.436 0.1060
H 1.846 -2.632 1.926 0.1263
H 1.064 -3.534 0.597 0.1197
H 2.621 -1.477 -1.974 0.1262
H 1.509 -2.847 -1.693 0.1335
H 0.179 -0.876 -2.255 0.1185
H 0.996 0.091 -0.996 0.1103
H -3.149 -3.241 1.390 0.1167
H -5.036 -2.040 2.502 0.1112
H -5.766 0.156 1.622 0.1259
H -4.196 3.151 -1.460 0.1668
S -1.729 1.719 0.772 1.1156
H 1.022 3.000 1.742 0.1264
H 1.176 1.337 1.188 0.0893
H 2.127 3.835 -0.289 0.1179
H 2.158 2.222 -0.985 0.1083
H 3.632 1.430 0.848 0.1048
H 3.603 3.038 1.578 0.1092
H 4.672 3.984 -0.470 0.0719
H 4.700 2.378 -1.196 0.0709
H 5.668 2.713 0.240 0.0674

---

54
Properties=species:S:1:pos:R:3:lowdin_charge:R:1 method="wB97M-V/def2-TZVPD" e_tot_ev=-47594.6876 lumo_energy_ev=-0.15
N -3.169 -3.383 2.624 0.1717
O 4.748 1.902 0.093 0.0346
O -0.485 -1.112 0.552 0.0480
O 2.517 -1.108 4.146 0.0653
O -2.115 1.847 -0.732 -0.3178
O -4.483 2.459 -0.533 -0.3054
C -3.475 -2.831 1.644 -0.1667
C 4.372 0.929 0.725 -0.5637
C 0.421 -0.825 -0.207 -0.5730
C 2.865 -0.185 3.416 -0.4658
C -5.037 -2.200 -1.691 -0.0509
C -4.629 -2.854 -0.522 -0.0073
C -4.704 -0.858 -1.900 -0.0527
C -3.546 -0.828 0.230 -0.0036
C -3.883 -2.168 0.444 -0.2124
C -3.953 -0.167 -0.939 -0.2351
N 0.250 0.162 -1.059 0.1978
N 3.631 0.819 3.864 0.0167
N 3.091 0.844 1.085 0.1001
N -3.654 1.886 -2.824 -0.0984
C 5.369 -0.160 1.070 0.0168
C 4.147 0.913 5.229 -0.0520
C 1.774 -1.528 -0.153 -0.0942
C -1.503 1.252 -4.013 -0.1132
C -2.332 2.091 -4.980 -0.0975
C -2.430 2.332 -3.486 -0.3552
C 2.347 -1.546 1.276 -0.1253
C 2.411 -0.150 1.942 -0.1887
S -3.497 1.574 -1.159 0.7269
H -5.616 -2.737 -2.436 0.1104
H -4.891 -3.896 -0.363 0.1241
H -5.028 -0.360 -2.811 0.1090
H -2.952 -0.305 0.979 0.1292
H 0.984 0.444 -1.678 0.1064
H -0.610 0.692 -0.955 0.0650
H 3.867 1.554 3.215 0.1274
H 2.524 1.613 0.761 0.1513
H -4.377 2.595 -2.880 0.1078
H 6.375 0.227 0.914 0.0886
H 5.269 -0.475 2.105 0.0745
H 5.211 -1.008 0.408 0.0817
H 4.700 0.005 5.476 0.0873
H 3.315 1.014 5.930 0.0874
H 4.808 1.775 5.325 0.0846
H 1.649 -2.553 -0.501 0.1244
H 2.478 -1.031 -0.822 0.1032
H -1.799 0.210 -3.859 0.1056
H -0.426 1.441 -3.969 0.0983
H -1.807 2.837 -5.583 0.1024
H -3.180 1.605 -5.473 0.1044
H -1.958 3.239 -3.083 0.1444
H 3.335 -2.002 1.260 0.1056
H 1.708 -2.188 1.884 0.1232
H 1.378 0.191 2.017 0.1548

---

49
Properties=species:S:1:pos:R:3:lowdin_charge:R:1 method="wB97M-V/def2-TZVPD" e_tot_ev=-30801.3669 de_lowest_kcal_mol=5.2 lumo_energy_ev=0.36
C 3.822 4.788 0.499 -0.1138
C 3.459 3.872 -0.664 -0.2680
C 3.753 2.409 -0.341 -0.2152
C 3.322 1.461 -1.461 -0.1436
C 1.791 1.262 -1.535 -0.2360
C 1.365 1.458 -2.973 -0.5161
O 1.245 0.597 -3.800 0.1223
O 1.153 2.753 -3.252 0.1114
H 0.917 2.864 -4.187 0.1325
H 1.298 2.037 -0.942 0.1445
C 1.342 -0.120 -1.053 -0.1411
C 1.598 -0.325 0.442 -0.0935
C 1.123 -1.698 0.885 -0.4523
O 1.880 -2.590 1.194 0.0801
N -0.240 -1.786 0.881 0.1450
C -1.056 -2.865 1.160 -0.1396
C -0.543 -4.085 1.608 0.0025
C -1.382 -5.142 1.885 -0.0622
C -2.756 -5.015 1.725 -0.0808
C -3.280 -3.821 1.281 -0.0160
C -2.454 -2.732 0.990 -0.0559
C -3.058 -1.478 0.509 -0.4122
O -2.443 -0.455 0.257 0.0838
O -4.381 -1.564 0.356 -0.0090
C -5.063 -0.396 -0.099 -0.2084
C -5.354 0.563 1.047 -0.0589
H -5.916 0.056 1.828 0.0791
H -5.935 1.403 0.679 0.0779
H -4.423 0.935 1.467 0.0743
H -5.987 -0.767 -0.545 0.1253
H -4.453 0.099 -0.861 0.1225
H -4.345 -3.709 1.150 0.1166
H -3.410 -5.845 1.945 0.1015
H -0.963 -6.076 2.230 0.1076
H 0.523 -4.182 1.731 0.1004
H -0.763 -0.960 0.587 0.1024
H 2.665 -0.261 0.654 0.1184
H 1.073 0.443 1.015 0.1294
H 1.867 -0.885 -1.628 0.1354
H 0.275 -0.228 -1.262 0.1210
H 3.690 1.862 -2.409 0.1224
H 3.794 0.487 -1.323 0.1194
H 3.249 2.134 0.588 0.1069
H 4.827 2.294 -0.179 0.1170
H 2.402 3.995 -0.905 0.1008
H 4.030 4.165 -1.548 0.1124
H 3.242 4.532 1.383 0.0713
H 3.622 5.826 0.246 0.0676
H 4.878 4.692 0.745 0.0711

---

51
Properties=species:S:1:pos:R:3:lowdin_charge:R:1 method="wB97M-V/def2-TZVPD" e_tot_ev=-34891.9943 de_lowest_kcal_mol=35.3 lumo_energy_ev=-0.11
C 4.464 2.649 0.109 -0.0550
C 4.337 1.624 1.227 -0.2008
H 4.219 2.108 2.198 0.1247
H 5.211 0.964 1.240 0.1224
O 3.159 0.828 1.063 0.0093
C 3.241 -0.223 0.248 -0.4551
O 4.240 -0.577 -0.313 0.1335
C 1.886 -0.925 0.161 -0.1008
C 0.829 0.160 0.013 -0.4518
O -0.064 0.356 0.796 0.1276
O 1.053 0.868 -1.085 0.0185
C 0.159 1.935 -1.416 -0.1838
C -0.408 1.715 -2.809 -0.0510
H -1.075 2.534 -3.063 0.0825
H 0.397 1.673 -3.538 0.0786
H -0.966 0.783 -2.852 0.0599
H -0.630 1.978 -0.659 0.1069
H 0.745 2.860 -1.376 0.1270
H 1.723 -1.430 1.118 0.1659
C 1.875 -1.935 -0.994 -0.1342
C 1.006 -3.168 -0.755 -0.1838
C -0.503 -2.902 -0.688 -0.1813
H -1.028 -3.724 -1.180 0.1147
C -1.047 -2.788 0.737 -0.1646
C -2.570 -2.645 0.723 -0.1713
H -3.012 -3.415 0.085 0.1337
O -2.974 -1.429 0.126 -0.0236
C -2.920 -0.275 0.799 -0.2055
C -2.666 -0.147 2.168 -0.0143
C -2.711 1.083 2.789 -0.0601
C -3.022 2.234 2.078 -0.0732
C -3.270 2.138 0.729 -0.0052
C -3.212 0.905 0.084 -0.0926
N -3.404 0.895 -1.334 -0.3408
O -3.954 1.862 -1.828 0.0662
O -2.978 -0.039 -1.982 0.0823
H -3.498 3.010 0.133 0.1205
H -3.055 3.192 2.573 0.1038
H -2.497 1.145 3.845 0.1102
H -2.413 -1.016 2.753 0.1120
H -2.989 -2.747 1.731 0.1193
H -0.618 -1.918 1.236 0.0929
H -0.790 -3.684 1.307 0.1225
H -0.751 -1.992 -1.237 0.1141
H 1.202 -3.855 -1.581 0.1102
H 1.330 -3.668 0.161 0.1131
H 1.555 -1.429 -1.906 0.1276
H 2.907 -2.260 -1.146 0.1163
H 4.570 2.142 -0.847 0.0791
H 3.579 3.281 0.079 0.0761
H 5.339 3.269 0.280 0.0778

---

73
Properties=species:S:1:pos:R:3:lowdin_charge:R:1 method="wB97M-V/def2-TZVPD" e_tot_ev=-137721.5248 de_lowest_kcal_mol=24.5 lumo_energy_ev=-3.37
Be 2.463 1.191 1.963 1.0289
B 3.124 -0.182 4.884 -1.2890
F 2.052 0.677 4.555 0.0745
F 3.868 -0.252 3.700 0.0932
F 3.911 0.418 5.850 0.1392
F 2.660 -1.456 5.224 0.1187
C 0.492 0.003 -2.046 -0.6526
F 0.422 -1.321 -1.981 0.1354
F 1.791 0.268 -2.227 0.1126
F -0.228 0.368 -3.091 0.1498
S -0.126 0.817 -0.446 0.6143
O 0.377 2.177 -0.404 -0.3672
O -1.584 0.745 -0.472 -0.3070
N 0.671 0.092 0.858 -0.2930
S -0.307 -1.168 1.163 0.6015
O -1.277 -0.713 2.158 -0.2952
O -0.847 -1.974 0.083 -0.2841
C 0.821 -2.390 2.100 -0.6664
F 1.819 -2.749 1.275 0.1271
F 1.306 -1.855 3.186 0.1663
F 0.093 -3.455 2.384 0.1562
C 4.695 -0.996 -2.137 -0.0349
C 4.301 -0.595 -0.781 -0.2400
N 4.039 -0.272 0.286 0.1509
H 5.724 -1.350 -2.114 0.0926
H 4.650 -0.085 -2.736 0.0708
H 4.053 -1.768 -2.552 0.0908
C 2.452 4.746 -1.088 -0.0495
C 2.899 3.522 -0.438 -0.2111
N 3.166 2.488 -0.014 0.1689
H 2.631 4.659 -2.157 0.0630
H 2.992 5.594 -0.672 0.0974
H 1.388 4.734 -0.847 0.0774
C 1.951 1.062 -5.111 -0.0782
C 3.400 1.125 -5.341 -0.2818
N 4.516 1.291 -5.550 0.1272
H 1.496 1.309 -6.070 0.0937
H 1.706 1.775 -4.326 0.0164
H 1.693 0.035 -4.863 0.0766
C -3.407 -1.241 -1.887 -0.0623
C -3.930 -0.329 -2.930 -0.2567
N -4.304 0.401 -3.736 0.1210
H -3.734 -2.259 -2.108 0.0904
H -3.728 -1.011 -0.875 0.0608
H -2.331 -1.246 -2.043 0.0466
C -1.788 3.621 1.905 -0.0413
C -0.662 2.897 2.416 -0.2371
N 0.201 2.316 2.900 0.1821
H -1.938 3.333 0.863 0.0064
H -1.659 4.699 1.981 0.0970
H -2.717 3.328 2.394 0.1062
C -0.006 -5.509 4.960 -0.0710
C -0.735 -6.286 3.969 -0.2905
N -1.311 -6.902 3.188 0.1340
H -0.169 -5.850 5.980 0.0824
H -0.418 -4.500 4.903 0.0742
H 1.059 -5.454 4.744 0.0864
Cl -3.746 -5.143 1.298 0.5498
C -3.482 -3.684 2.260 -0.6773
C -4.797 -3.064 2.718 -0.6406
Cl -5.539 -2.113 1.398 0.5353
H -2.753 -3.059 1.758 0.0372
H -3.017 -4.053 3.177 0.0583
H -4.552 -2.392 3.541 0.0713
H -5.514 -3.773 3.121 0.0694
Cl 0.339 3.969 -3.516 0.6447
C -1.344 4.404 -3.813 -0.6411
C -2.339 3.345 -3.341 -0.6122
Cl -2.601 3.506 -1.566 0.6118
H -1.381 4.397 -4.903 0.0675
H -1.641 5.388 -3.462 0.0760
H -2.040 2.329 -3.594 0.0493
H -3.268 3.420 -3.906 0.0787